1.
{"formula": "C41H49BO2P2Pt", "method": "ωB97M-V with the def2-TZVPD basis set", "charge": 0, "relative_energy_kj_mol": 625.1, "lumo_energy_ev": [-0.05, -0.77], "max_force_ev_per_a": 3.59, "s2": 2.070, "homo_lumo_gap_ev": [5.73, 5.63], "spin_multiplicity": 3, "energy_ev": -69898.60388, "e_homo_ev": [-5.8, -6.4], "elements": ["Pt", "P", "P", "O", "O", "C", "C", "C", "C", "C", "C", "C", "C", "C", "C", "C", "C", "C", "C", "C", "C", "C", "C", "C", "C", "C", "C", "C", "C", "C", "C", "C", "C", "C", "C", "C", "C", "C", "C", "C", "C", "C", "C", "C", "C", "C", "B", "H", "H", "H", "H", "H", "H", "H", "H", "H", "H", "H", "H", "H", "H", "H", "H", "H", "H", "H", "H", "H", "H", "H", "H", "H", "H", "H", "H", "H", "H", "H", "H", "H", "H", "H", "H", "H", "H", "H", "H", "H", "H", "H", "H", "H", "H", "H", "H", "H"], "coordinates": [[0.206, 1.084, -0.543], [2.563, -0.283, -0.606], [-1.192, -0.884, -1.058], [-1.015, 1.574, 2.348], [-0.339, -0.622, 2.347], [1.142, 0.936, -2.666], [-0.782, -0.310, 3.681], [5.125, -0.717, 0.490], [0.665, 2.211, -2.232], [3.363, 2.532, -0.716], [-0.582, -0.702, -3.817], [-0.256, 2.977, -3.187], [-1.589, 1.266, -2.481], [0.769, 0.062, -3.853], [1.720, 1.073, 1.257], [-1.502, -0.195, -2.676], [-5.233, 1.842, -0.251], [-1.710, 0.944, 3.445], [-2.892, 1.416, 0.170], [-1.404, 2.082, -3.712], [-3.139, 0.596, 3.042], [-3.590, -4.476, 0.513], [3.830, -1.243, 0.320], [-2.271, -2.508, 0.746], [-3.386, -4.465, -0.873], [-2.649, -3.424, -1.462], [-3.004, -3.505, 1.346], [-2.150, -2.411, -0.633], [-5.367, 0.473, -0.523], [-4.247, -0.388, -0.533], [5.886, -2.811, 1.413], [4.562, 1.003, -2.159], [3.607, 1.210, -1.127], [0.379, 0.112, 4.549], [5.050, 2.101, -2.864], [6.140, -1.508, 1.004], [1.634, -1.703, -1.289], [3.848, 3.629, -1.426], [-2.957, 0.093, -0.292], [4.654, 3.419, -2.559], [-3.996, 2.293, 0.178], [4.601, -3.330, 1.267], [-1.465, -1.505, 4.272], [3.569, -2.560, 0.742], [-1.803, 1.998, 4.529], [0.312, -2.010, -1.384], [-0.352, 0.569, 1.568], [-4.203, -5.242, 0.978], [2.832, 1.080, 1.089], [-1.056, -0.681, -4.823], [4.971, 4.270, -3.178], [6.686, -3.417, 1.813], [2.569, -2.973, 0.611], [-1.197, 1.434, -4.597], [-6.062, 2.539, -0.348], [-2.336, 2.665, -3.923], [-0.404, -1.765, -3.618], [-4.393, -1.453, -0.784], [5.332, 0.314, 0.203], [-1.916, 1.842, 0.406], [3.535, 4.624, -1.096], [-3.800, -5.288, -1.488], [-2.456, 1.620, -1.919], [-0.008, 0.403, 5.524], [-3.847, 3.325, 0.507], [-0.709, 3.819, -2.626], [4.843, -0.044, -2.397], [-3.208, -0.195, 2.285], [-1.771, -1.748, 1.343], [-0.829, 2.381, 4.833], [-3.621, 1.486, 2.622], [-2.313, 1.659, 5.432], [-2.396, 2.838, 4.156], [1.663, 1.976, 1.940], [1.445, 2.950, -1.937], [0.822, 0.609, -4.816], [0.298, 3.370, -4.050], [-0.699, -2.238, 4.528], [-3.107, -3.542, 2.434], [-1.975, -1.240, 5.202], [0.949, 0.950, 4.140], [0.071, -3.097, -1.541], [2.356, -2.486, -1.573], [-2.188, -1.933, 3.575], [7.131, -1.081, 1.079], [4.377, -4.340, 1.569], [-2.535, -0.469, -2.951], [2.661, 2.761, 0.089], [5.757, 1.913, -3.689], [1.062, -0.714, 4.735], [-6.349, 0.082, -0.763], [-2.491, -3.401, -2.547], [1.674, 0.136, 1.848], [2.248, 0.799, -2.613], [1.561, -0.718, -3.884], [-3.729, 0.283, 3.915]]}

=====

2.
{"formula": "C41H49Cl3N2O2P2PdSi", "method": "ωB97M-V with the def2-TZVPD basis set", "charge": 2, "relative_energy_kj_mol": 1015.7, "lumo_energy_ev": -6.36, "max_force_ev_per_a": 1.20, "homo_lumo_gap_ev": 6.65, "energy_ev": -117870.21464, "e_homo_ev": -13.0, "elements": ["Pd", "Cl", "Cl", "Cl", "P", "P", "Si", "O", "O", "N", "N", "C", "C", "C", "C", "C", "C", "C", "C", "C", "C", "C", "C", "C", "C", "C", "C", "C", "C", "C", "C", "C", "C", "C", "C", "C", "C", "C", "C", "C", "C", "C", "C", "C", "C", "C", "C", "C", "C", "C", "C", "C", "H", "H", "H", "H", "H", "H", "H", "H", "H", "H", "H", "H", "H", "H", "H", "H", "H", "H", "H", "H", "H", "H", "H", "H", "H", "H", "H", "H", "H", "H", "H", "H", "H", "H", "H", "H", "H", "H", "H", "H", "H", "H", "H", "H", "H", "H", "H", "H", "H"], "coordinates": [[0.181, 0.298, 0.243], [-2.664, 1.487, 0.028], [-0.907, 1.142, -5.211], [-1.852, -0.859, -2.019], [1.544, -0.823, 1.720], [-0.249, 3.613, -1.647], [-0.032, 0.856, -3.361], [2.116, -0.798, -1.442], [0.674, 2.997, 1.603], [-1.085, -1.422, -0.300], [0.348, 1.682, 1.795], [0.167, 1.430, 3.036], [3.674, -2.489, 1.145], [-2.030, 5.699, -2.634], [-0.413, -5.040, -0.644], [-1.146, -2.793, -0.213], [3.469, -4.786, 0.469], [-3.728, 1.698, -2.996], [-1.983, -3.269, 0.830], [1.887, 3.127, -3.401], [2.921, 0.223, 2.236], [-4.201, 0.424, -2.404], [-1.263, 2.146, -2.185], [4.520, 1.954, 1.746], [4.571, 0.829, 3.876], [0.792, 4.156, -3.080], [-1.158, -1.146, 5.396], [1.430, 5.496, -2.707], [1.493, -3.518, 0.991], [3.437, 1.178, 1.363], [0.272, -2.251, 3.808], [-0.359, -3.695, -0.964], [5.085, 1.778, 3.002], [-2.541, 2.366, -2.889], [-1.412, 5.042, -1.400], [-0.109, 0.120, 3.637], [-1.234, 1.465, -0.909], [0.497, -3.251, -2.114], [-1.959, -4.619, 1.140], [0.487, -1.046, 3.160], [-0.909, 0.070, 4.769], [-2.461, 4.771, -0.328], [4.260, -3.679, 0.744], [-3.587, -0.682, -1.955], [-0.564, -2.302, 4.920], [2.089, -4.705, 0.596], [-1.185, -6.981, 0.757], [2.284, -2.402, 1.272], [-4.779, 2.352, -3.881], [-2.875, -2.339, 1.611], [3.492, 0.048, 3.496], [-1.189, -5.522, 0.410], [-3.243, 4.106, -0.694], [0.785, -2.200, -2.049], [-2.500, 3.238, -3.534], [-4.056, -1.580, -1.581], [2.976, 1.329, 0.392], [-5.284, 0.330, -2.383], [0.420, -3.472, 1.093], [-0.730, -3.245, 5.425], [0.148, 4.283, -3.953], [2.048, 5.838, -3.538], [-2.466, 6.654, -2.335], [-2.130, -7.284, 1.206], [5.928, 2.386, 3.303], [-0.042, -3.375, -3.057], [3.931, -5.715, 0.161], [0.220, 2.287, 3.702], [2.802, 3.638, -3.705], [-2.576, -4.984, 1.953], [-2.019, 4.341, 0.575], [-2.933, 5.715, -0.050], [4.920, 2.699, 1.071], [4.300, -1.634, 1.366], [-3.740, -2.046, 1.012], [-1.341, 0.982, 5.162], [-2.839, 5.106, -3.059], [5.013, 0.698, 4.855], [-0.395, -7.197, 1.481], [-3.246, -2.835, 2.506], [-5.173, 3.256, -3.414], [2.144, -1.716, -1.141], [0.765, -3.149, 3.462], [-4.349, 2.629, -4.843], [3.093, -0.693, 4.178], [0.569, 3.201, 0.628], [3.038, -0.510, -1.413], [-1.002, -7.597, -0.121], [-5.619, 1.689, -4.077], [-1.305, 5.906, -3.421], [-2.366, -1.422, 1.904], [1.623, 2.486, -4.249], [-0.697, 5.752, -0.965], [-1.796, -1.182, 6.268], [1.469, -5.567, 0.388], [2.079, 5.389, -1.834], [5.336, -3.743, 0.655], [1.398, -3.860, -2.179], [0.700, 6.277, -2.497], [2.143, 2.499, -2.545], [0.178, -5.738, -1.226]]}

=====

3.
{"formula": "C41H50AsCeO4P2S", "method": "ωB97M-V with the def2-TZVPD basis set", "charge": 2, "relative_energy_kj_mol": 0.0, "lumo_energy_ev": [-5.60, -5.48], "max_force_ev_per_a": 2.26, "s2": 0.751, "homo_lumo_gap_ev": [7.82, 7.93], "spin_multiplicity": 2, "energy_ev": -154691.62300, "e_homo_ev": [-13.4, -13.4], "elements": ["Ce", "As", "S", "P", "P", "O", "O", "O", "O", "C", "C", "C", "C", "C", "C", "C", "C", "C", "C", "C", "C", "C", "C", "C", "C", "C", "C", "C", "C", "C", "C", "C", "C", "C", "C", "C", "C", "C", "C", "C", "C", "C", "C", "C", "C", "C", "C", "C", "C", "C", "H", "H", "H", "H", "H", "H", "H", "H", "H", "H", "H", "H", "H", "H", "H", "H", "H", "H", "H", "H", "H", "H", "H", "H", "H", "H", "H", "H", "H", "H", "H", "H", "H", "H", "H", "H", "H", "H", "H", "H", "H", "H", "H", "H", "H", "H", "H", "H", "H", "H"], "coordinates": [[-1.100, -0.402, -0.053], [-0.736, 2.279, -1.327], [-2.142, -3.193, -1.129], [1.587, -1.183, -1.603], [-0.469, -0.018, 2.759], [-1.810, -0.455, 2.230], [0.420, -0.076, 1.473], [0.116, -1.004, 3.852], [-0.476, 1.438, 3.325], [0.463, 3.478, 4.105], [-3.764, 1.708, -4.899], [1.208, 4.333, -0.546], [1.898, 1.340, 3.965], [0.023, 1.552, 5.693], [-2.454, 3.088, 0.889], [-4.762, 2.967, -0.686], [4.221, -3.833, 0.986], [3.255, -1.673, 0.574], [-2.415, 1.663, -5.208], [-3.254, 2.213, -2.628], [1.874, 5.556, -0.591], [1.608, 6.459, -1.591], [0.299, 4.015, -1.533], [0.409, -2.180, -3.900], [1.422, -2.976, 4.176], [-0.334, -2.997, 2.452], [0.393, -2.764, -5.172], [-1.871, 2.119, -2.920], [3.715, -4.349, -0.205], [-4.181, 1.978, -3.618], [0.541, 1.960, 4.309], [2.797, -2.068, -4.002], [-4.829, 3.331, 0.660], [-2.399, 2.710, -0.432], [0.078, 4.909, -2.585], [2.989, -3.502, -1.002], [-1.019, -4.588, -1.251], [-3.696, -3.970, -0.514], [-0.980, -2.898, 4.910], [0.044, -2.480, 3.828], [-3.535, 2.640, -1.227], [1.599, -3.034, -5.829], [-1.464, 1.835, -4.224], [2.606, 0.302, -1.848], [-3.698, 3.394, 1.446], [2.768, -2.178, -0.643], [3.972, -2.529, 1.382], [2.806, -2.652, -5.267], [0.737, 6.129, -2.614], [1.605, -1.872, -3.279], [-5.787, 3.591, 1.062], [-1.026, -3.989, 4.914], [1.614, -3.494, -6.798], [-1.968, -2.507, 4.631], [-0.533, 3.877, 4.263], [3.042, -0.656, 0.916], [-0.541, -2.982, -5.664], [0.695, 1.905, 6.489], [-4.436, -3.173, -0.402], [-5.690, 2.902, -1.232], [2.133, 7.417, -1.580], [3.928, -5.360, -0.505], [2.000, 0.940, -2.541], [3.525, -0.036, -2.314], [-3.792, 3.699, 2.475], [4.852, -4.459, 1.618], [2.693, 1.811, 4.584], [-0.427, -4.688, -0.350], [-5.250, 1.974, -3.426], [-0.225, -4.080, 2.402], [1.857, 0.297, 4.196], [-3.561, -4.435, 0.460], [-0.917, 2.058, 5.893], [-2.054, 1.432, -6.213], [2.851, 0.828, -0.925], [-0.595, 4.664, -3.389], [3.740, -2.796, -5.776], [-0.686, -2.496, 5.871], [1.651, -2.844, 5.233], [3.757, -1.783, -3.571], [1.394, 3.695, 0.291], [-0.085, 0.476, 5.810], [0.846, 3.740, 3.112], [-1.550, 3.156, 1.504], [-0.372, -4.552, -2.133], [2.118, 1.471, 2.902], [-4.023, -4.719, -1.237], [-4.478, 1.510, -5.683], [2.601, -3.840, -1.949], [1.439, -4.021, 4.001], [0.512, 6.798, -3.434], [1.061, 3.963, 4.849], [2.570, 5.807, 0.198], [-0.517, -1.943, -3.391], [-1.373, -2.772, 2.208], [2.235, -2.485, 3.620], [4.332, -2.181, 2.356], [0.401, -2.547, 1.776], [-1.635, -5.462, -1.351], [-0.392, 1.766, -4.456]]}

=====

Question: What is the formula in the second record?
Answer: C41H49Cl3N2O2P2PdSi